An isolated ion of composition C4H7ClP and charge +1 at a distorted geometry. Source: the OMol25 dataset; level of theory: ωB97M-V with the def2-TZVPD basis set.

```
13
Properties=species:S:1:pos:R:3:forces:R:3
C -1.403 0.585 -0.976 4.03 0.72 1.03
C 0.471 0.799 -0.136 -3.59 -0.14 -0.30
C 1.258 1.665 0.726 3.05 -1.30 -1.86
C -0.888 -1.772 0.428 0.60 -1.55 1.83
P -0.214 -0.614 -0.736 -2.30 0.01 -0.54
Cl 0.471 -1.533 -2.351 0.41 -0.17 0.25
H -1.706 1.352 -1.660 -0.38 0.42 0.02
H 0.823 2.615 1.032 0.03 -0.27 0.00
H 2.127 1.846 -0.100 -1.37 0.26 1.82
H 1.844 1.049 1.509 -1.21 1.15 -0.90
H 0.071 -1.858 1.038 -1.12 -0.64 -0.13
H -1.199 -2.837 0.065 0.61 2.16 0.45
H -1.655 -1.297 1.161 1.25 -0.67 -1.66
```
Positions in Å, forces in eV/Å.

Summary:
HOMO-LUMO gap (alpha / beta)   8.0523 / 8.5934 eV
Calculated total energy   -26059.690 eV
Net charge   +1

Löwdin population analysis, charges in e, atoms 1 to 8: 0.087 -0.171 -0.092 -0.229 0.225 0.459 0.041 0.093